58
Properties=species:S:1:pos:R:3:lowdin_charge:R:1 method="wB97M-V/def2-TZVPD" spin_multiplicity=1 gap_ev=7.97 e_lumo_ev=2.552 total_charge=-1 mol_weight_da=555.196
C 0.60 -4.12 1.12 -0.24
C 0.45 -2.60 1.72 -0.35
In 0.60 -0.94 0.19 0.77
C 0.15 -1.53 -1.94 -0.29
C 0.87 -2.90 -2.46 -0.30
C -0.11 -4.22 -2.54 -0.20
C -1.33 -4.10 -3.62 -0.22
O -2.51 -3.35 -3.16 -0.27
C -3.11 -3.93 -1.95 -0.13
C 2.58 0.15 0.38 -0.25
C 2.23 1.77 0.43 -0.67
O 2.23 2.50 1.58 -0.17
Br 1.74 2.82 -1.25 0.61
O -0.91 0.48 0.73 -0.30
N -1.66 0.66 -0.37 -0.19
O -2.81 1.02 -0.07 -0.09
H 1.42 -4.13 0.28 0.05
H 0.87 -4.92 1.95 0.07
H -0.48 -4.44 0.73 0.07
H 1.31 -2.45 2.53 0.04
H -0.60 -2.49 2.27 0.04
H 0.56 -0.65 -2.63 0.05
H -1.02 -1.50 -2.07 0.04
H 1.48 -2.74 -3.48 0.11
H 1.71 -3.17 -1.66 0.08
H 0.58 -5.12 -2.92 0.12
H -0.42 -4.49 -1.45 0.08
H -1.75 -5.15 -4.01 0.12
H -0.90 -3.58 -4.60 0.14
H -4.23 -3.64 -1.77 0.10
H -2.96 -5.11 -1.90 0.10
H -2.49 -3.50 -1.03 0.10
H 3.37 -0.12 -0.45 0.06
H 3.05 -0.16 1.43 0.06
C -2.49 -1.09 6.25 -0.11
C -2.02 -0.60 5.03 -0.09
C -2.88 -0.48 3.94 -0.08
C -4.23 -0.84 4.07 -0.09
C -4.70 -1.32 5.29 -0.11
C -3.84 -1.45 6.38 -0.12
H -1.82 -1.19 7.09 0.09
H -0.98 -0.32 4.93 0.10
H -2.51 -0.11 2.99 0.09
H -4.90 -0.74 3.23 0.10
H -5.75 -1.60 5.40 0.09
H -4.21 -1.83 7.32 0.09
C 3.56 7.99 -3.85 -0.11
C 4.17 8.48 -2.70 -0.11
C 4.09 7.76 -1.50 -0.10
C 3.41 6.55 -1.47 -0.09
C 2.80 6.05 -2.62 -0.10
C 2.87 6.78 -3.81 -0.10
H 3.62 8.55 -4.78 0.09
H 4.71 9.42 -2.73 0.09
H 4.56 8.15 -0.60 0.10
H 3.35 5.98 -0.54 0.10
H 2.27 5.11 -2.59 0.02
H 2.40 6.40 -4.71 0.10